1 | {"formula": "C4H6INS", "method": "ωB97M-V/def2-TZVPD", "species": ["C", "C", "N", "I", "H", "H", "H", "H", "C", "C", "S", "H", "H"], "positions_angstrom": [[0.4250, 1.8651, -1.3715], [-0.5523, 1.2306, -0.4681], [-1.7393, 1.0938, -0.8803], [-3.1495, 0.0766, 0.1375], [0.7436, 2.8084, -1.1652], [0.1241, 1.7457, -2.3664], [1.3526, 1.3205, -1.0381], [-0.2159, 0.7801, 0.3673], [-1.1902, -3.2458, -0.4163], [-0.2379, -2.3357, -0.3266], [0.9803, -1.3476, -0.3457], [-1.0973, -4.0911, 0.2724], [-1.8978, -2.9272, -1.2580]], "lowdin_charge": [-0.072, -0.476, -0.483, 0.739, 0.043, 0.070, 0.068, 0.000, -0.096, -0.750, 0.796, 0.071, 0.092], "smiles": "C/C=N/I.C=C=S", "e_homo_ev": -8.61, "gap_ev": 8.4, "lumo_ev": -0.2}

---

2 | {"formula": "C4H6INS", "method": "ωB97M-V/def2-TZVPD", "species": ["C", "C", "C", "C", "N", "S", "I", "H", "H", "H", "H", "H", "H"], "positions_angstrom": [[-2.8622, -0.0868, -0.7064], [-0.6525, -0.3188, -1.2792], [-0.2876, 0.7189, -0.2209], [-0.2223, 0.0893, 1.1724], [-1.9574, -0.8353, -1.1238], [-1.6624, 2.0014, -0.1418], [-4.7739, -0.2616, 0.0009], [-0.6114, 0.3033, -2.1108], [-0.1358, -1.2157, -1.4148], [0.6492, 1.2188, -0.4555], [-0.1324, 0.9695, 1.9809], [0.6379, -0.4993, 1.2975], [-1.1191, -0.6005, 1.3589]], "lowdin_charge": [-0.825, -0.282, -0.694, -0.175, -0.043, 0.615, 0.876, 0.091, 0.106, 0.095, 0.109, 0.036, 0.090], "e_homo_ev": -8.56, "gap_ev": 7.6, "lumo_ev": -0.9}

---

Here is how they stack up, most stable first: 2, 1.

---

1 | {"formula": "C20H33N5O4", "method": "ωB97M-V/def2-TZVPD", "species": ["C", "C", "O", "C", "C", "C", "N", "C", "O", "C", "O", "C", "C", "C", "N", "C", "O", "C", "C", "C", "N", "C", "N", "N", "C", "C", "C", "C", "C", "H", "H", "H", "H", "H", "H", "H", "H", "H", "H", "H", "H", "H", "H", "H", "H", "H", "H", "H", "H", "H", "H", "H", "H", "H", "H", "H", "H", "H", "H", "H", "H", "H"], "positions_angstrom": [[-1.4224, -6.3950, 4.6145], [-0.8248, -5.0092, 4.5373], [-1.8231, -4.1230, 4.0659], [-1.4447, -2.7601, 4.0562], [-0.4971, -2.4429, 2.9011], [-0.2179, -0.9449, 2.8247], [-1.4639, -0.2005, 2.7344], [-1.9721, 0.3403, 1.5906], [-3.1222, 0.7294, 1.5066], [-1.0038, 0.4372, 0.4063], [-1.4963, 1.1519, -0.6924], [-1.8423, 2.5162, -0.4386], [-0.5859, 3.4165, -0.3665], [-0.7055, 3.6445, -1.8956], [0.1201, 2.7505, -2.6781], [1.1553, 3.1745, -3.4386], [1.4821, 4.3458, -3.5417], [1.9001, 2.0870, -4.1917], [3.4115, 2.2589, -4.0249], [4.1687, 1.2938, -4.8702], [4.5557, 0.0867, -4.4975], [5.1469, -0.4006, -5.6162], [5.1509, 0.4181, -6.6432], [4.5128, 1.5040, -6.1532], [4.3177, 2.6706, -6.9854], [-2.1681, 3.1533, -1.7953], [-2.3579, -0.4457, 3.8565], [-2.7191, -1.9257, 3.9733], [-3.6261, -2.1605, 5.1724], [-0.6820, -7.1076, 4.9790], [-2.2768, -6.4043, 5.2910], [-1.7600, -6.7187, 3.6302], [-0.4798, -4.6789, 5.5264], [0.0437, -5.0086, 3.8683], [-0.9381, -2.5207, 5.0078], [0.4456, -2.9815, 3.0148], [-0.9643, -2.7810, 1.9711], [0.3059, -0.6184, 3.7298], [0.4320, -0.7157, 1.9855], [-0.0601, 0.8749, 0.7572], [-0.7832, -0.5697, 0.0458], [-2.5796, 2.5779, 0.3551], [-0.7734, 4.3296, 0.1983], [0.3419, 2.9634, -0.0164], [-0.5257, 4.6510, -2.2602], [-0.0578, 1.7629, -2.5904], [1.6008, 1.0872, -3.8728], [1.6259, 2.1885, -5.2453], [3.6782, 3.2891, -4.2588], [3.6940, 2.0807, -2.9877], [5.5889, -1.3819, -5.6737], [3.6298, 3.3530, -6.4930], [5.2668, 3.1754, -7.1595], [3.8977, 2.3597, -7.9390], [-2.5189, 2.4691, -2.5668], [-2.8676, 3.9819, -1.6950], [-1.8550, -0.1153, 4.7731], [-3.2505, 0.1584, 3.7205], [-3.2428, -2.2200, 3.0570], [-3.1287, -1.8591, 6.0987], [-4.5450, -1.5794, 5.0811], [-3.8903, -3.2127, 5.2570]], "lowdin_charge": [-0.070, -0.275, -0.118, -0.342, -0.098, -0.140, -0.046, -0.405, 0.072, -0.121, -0.097, -0.293, -0.047, -0.252, 0.111, -0.490, 0.051, -0.093, -0.112, -0.335, 0.117, -0.228, 0.086, -0.143, -0.003, -0.048, -0.108, -0.295, -0.048, 0.076, 0.078, 0.079, 0.123, 0.112, 0.159, 0.115, 0.134, 0.132, 0.109, 0.121, 0.140, 0.132, 0.117, 0.109, 0.140, 0.135, 0.118, 0.127, 0.111, 0.128, 0.098, 0.084, 0.092, 0.091, 0.120, 0.119, 0.138, 0.127, 0.160, 0.086, 0.084, 0.079], "smiles": "CCO[C@H]1CCN(C(=O)CO[C@H]2C[C@@H](NC(=O)CCc3ncnn3C)C2)C[C@@H]1C", "e_homo_ev": -9.36, "gap_ev": 9.9, "lumo_ev": 0.5}

---

2 | {"formula": "C20H33N5O4", "method": "ωB97M-V/def2-TZVPD", "species": ["C", "C", "O", "C", "C", "C", "N", "C", "O", "C", "O", "C", "C", "C", "N", "C", "O", "C", "C", "C", "N", "C", "N", "N", "C", "C", "C", "C", "C", "H", "H", "H", "H", "H", "H", "H", "H", "H", "H", "H", "H", "H", "H", "H", "H", "H", "H", "H", "H", "H", "H", "H", "H", "H", "H", "H", "H", "H", "H", "H", "H", "H"], "positions_angstrom": [[-4.0437, 1.8704, -6.3305], [-4.4229, 1.3936, -4.9478], [-3.4977, 1.9367, -4.0232], [-3.8124, 1.6999, -2.6657], [-3.5121, 0.2607, -2.2592], [-3.7299, 0.0416, -0.7658], [-2.9740, 1.0110, 0.0127], [-2.1808, 0.7549, 1.0886], [-1.6436, 1.6482, 1.7259], [-1.9583, -0.6944, 1.5294], [-0.8316, -1.3466, 0.9586], [-0.4139, -0.9570, -0.3408], [0.4643, 0.3188, -0.3732], [1.7203, -0.5741, -0.3085], [2.2568, -0.6463, 1.0333], [3.4313, -1.2692, 1.2870], [4.1531, -1.6991, 0.4016], [3.8050, -1.4119, 2.7510], [5.2793, -1.0631, 2.9747], [5.7643, -1.5285, 4.3036], [5.8147, -0.8079, 5.4089], [6.2775, -1.6922, 6.3266], [6.5088, -2.9007, 5.8660], [6.1721, -2.7845, 4.5625], [6.3038, -3.9167, 3.6726], [0.8320, -1.7806, -0.7034], [-3.2558, 2.3968, -0.3402], [-3.0023, 2.6725, -1.8191], [-3.3302, 4.1218, -2.1489], [-4.7377, 1.4726, -7.0716], [-4.0690, 2.9588, -6.3785], [-3.0376, 1.5379, -6.5849], [-5.4374, 1.7234, -4.6869], [-4.4119, 0.2979, -4.9091], [-4.8841, 1.9071, -2.5001], [-4.1434, -0.4384, -2.8109], [-2.4723, 0.0494, -2.5237], [-4.7966, 0.1527, -0.5315], [-3.4423, -0.9695, -0.4955], [-1.7763, -0.6402, 2.6002], [-2.8519, -1.3031, 1.3668], [-1.2489, -0.9973, -1.0427], [0.3838, 0.8320, -1.3318], [0.3263, 1.0379, 0.4320], [2.5373, -0.3429, -0.9863], [1.6400, -0.4356, 1.8011], [3.1679, -0.8041, 3.3949], [3.6277, -2.4587, 3.0150], [5.8660, -1.5036, 2.1685], [5.4176, 0.0163, 2.9308], [6.4474, -1.4391, 7.3603], [5.8683, -3.6690, 2.7079], [7.3545, -4.1701, 3.5398], [5.7817, -4.7710, 4.0979], [0.9701, -2.6964, -0.1317], [0.8857, -1.9968, -1.7698], [-4.3069, 2.6140, -0.1056], [-2.6355, 3.0332, 0.2840], [-1.9432, 2.4814, -2.0265], [-4.3833, 4.3334, -1.9434], [-2.7281, 4.8025, -1.5454], [-3.1419, 4.3312, -3.1998]], "lowdin_charge": [-0.070, -0.274, -0.116, -0.344, -0.103, -0.136, -0.027, -0.430, 0.050, -0.096, -0.087, -0.304, -0.048, -0.260, 0.112, -0.489, 0.056, -0.091, -0.110, -0.334, 0.119, -0.228, 0.086, -0.144, -0.003, -0.041, -0.099, -0.298, -0.046, 0.077, 0.078, 0.079, 0.124, 0.112, 0.160, 0.118, 0.121, 0.136, 0.110, 0.132, 0.115, 0.120, 0.119, 0.109, 0.143, 0.143, 0.120, 0.126, 0.110, 0.128, 0.098, 0.083, 0.092, 0.091, 0.122, 0.119, 0.143, 0.127, 0.153, 0.087, 0.084, 0.079], "smiles": "CCO[C@H]1CCN(C(=O)CO[C@H]2C[C@@H](NC(=O)CCc3ncnn3C)C2)C[C@@H]1C", "e_homo_ev": -9.34, "gap_ev": 9.9, "lumo_ev": 0.6}

---

Here is how they stack up, most stable first: 1, 2.

---

1 | {"formula": "C2H4N6", "method": "ωB97M-V/def2-TZVPD", "species": ["C", "C", "H", "H", "H", "H", "N", "N", "N", "N", "N", "N"], "positions_angstrom": [[-0.1858, 0.3324, -0.2695], [-0.5974, -1.5101, -1.5527], [-0.5865, 1.7410, 1.8979], [0.8787, 3.7037, 0.6071], [-0.8661, -2.0907, -2.4912], [1.1777, -0.3961, 1.5071], [0.7922, 1.9342, 1.1422], [0.3059, 1.5154, -0.0596], [-0.6043, -0.1105, -1.4830], [-0.5469, -2.4262, -0.5693], [-0.0608, -1.9730, 0.5956], [0.2933, -0.7201, 0.6753]], "lowdin_charge": [-0.443, -0.168, 0.185, 0.169, 0.123, 0.268, -0.097, -0.209, 0.135, 0.013, 0.002, 0.022], "e_homo_ev": -8.27, "gap_ev": 6.8, "lumo_ev": -1.5}

---

2 | {"formula": "C2H4N6", "method": "ωB97M-V/def2-TZVPD", "species": ["C", "C", "H", "H", "H", "H", "N", "N", "N", "N", "N", "N"], "positions_angstrom": [[-0.8601, 0.0047, -0.3854], [1.1965, -0.3697, 0.8373], [-2.4801, 0.1468, -1.4917], [-1.1513, 1.6246, -1.6790], [2.8631, -0.0342, -0.3048], [0.9275, 1.6946, 0.2251], [-1.7280, 0.7838, -1.0279], [-1.4582, -1.0446, 0.2327], [-0.6838, -1.5710, 1.2421], [0.4807, -1.1329, 1.7821], [2.4841, -0.5835, 0.6335], [0.4097, 0.4814, -0.0640]], "lowdin_charge": [-0.527, -0.542, 0.150, 0.213, 0.104, 0.315, 0.079, 0.038, -0.035, 0.054, 0.080, 0.072], "e_homo_ev": -9.16, "gap_ev": 8.2, "lumo_ev": -0.9}

---

Here is how they stack up, most stable first: 2, 1.